# 1
12
Properties=species:S:1:pos:R:3:forces:R:3 method="wB97M-V/def2-TZVPD" smiles="OC1C=C1.C=O" multiplicity=1 charge=0 e_above_lowest_ev=4.220
O -0.79878 0.93429 -1.29212 -0.11 -0.08 0.17
C 0.33690 0.10692 -1.33613 0.33 -0.15 -0.40
C 1.29310 -0.02664 -0.19914 0.14 -0.26 -0.19
C -0.69493 0.27250 1.52848 -0.50 -0.16 0.19
O -1.61299 -0.39013 1.09968 0.10 0.43 0.54
C 0.53849 -1.05829 -0.44633 0.31 0.04 -0.08
H -1.47709 0.50878 -0.74427 0.11 0.08 -0.12
H 0.71801 0.06709 -2.35291 -0.08 0.08 -0.01
H 2.04379 0.41912 0.43847 -0.10 -0.01 -0.14
H 0.02056 -0.11296 2.27812 -0.24 -0.05 0.04
H -0.51508 1.30789 1.19040 -0.08 -0.08 0.05
H 0.17634 -2.03383 -0.15336 0.12 0.16 -0.05

---

# 2
12
Properties=species:S:1:pos:R:3:forces:R:3 method="wB97M-V/def2-TZVPD" multiplicity=1 charge=0 e_above_lowest_ev=4.234
O -0.56697 0.99128 -1.68833 0.34 0.13 0.42
C -0.02862 1.39170 -0.67652 -0.16 -0.07 -0.50
C -0.14986 -0.08049 1.12822 0.78 -0.12 0.05
C -0.51210 -1.18846 0.19798 0.69 -0.10 -0.91
O 0.69217 -1.14280 -0.72917 -1.18 -1.72 -0.29
C 0.71244 0.66381 0.39108 -0.26 1.18 1.25
H 0.38630 -0.61301 -1.48989 -0.12 -0.51 0.07
H -0.23183 2.40649 -0.27871 0.24 0.16 -0.44
H -0.08413 -0.16355 2.20480 0.19 -0.42 -0.10
H -0.56271 -2.14484 0.74196 0.16 0.32 -0.39
H -1.35383 -1.11289 -0.48755 -0.37 0.14 0.24
H 1.69915 0.99279 0.68612 -0.31 1.01 0.58

---

# 3
12
Properties=species:S:1:pos:R:3:forces:R:3 method="wB97M-V/def2-TZVPD" multiplicity=1 charge=0 e_above_lowest_ev=6.092
O 0.21153 0.58820 -2.26325 -4.14 0.97 -1.22
C -0.85319 0.37038 -1.45254 1.57 0.91 -3.11
C -0.42130 -0.46137 -0.36219 -0.57 -0.73 1.11
C 0.86547 -0.09844 0.38299 0.52 0.03 -0.07
C -0.06853 0.07952 1.57425 0.09 0.06 0.67
O -1.22993 -0.21988 0.78844 -0.23 -0.20 0.52
H -0.92725 0.90412 -2.84473 2.94 -1.05 2.31
H -0.48489 -1.50540 -0.70696 0.02 0.04 -0.04
H 1.36024 0.81060 0.03470 -0.09 -0.16 -0.03
H 1.59409 -0.90550 0.46443 -0.09 0.14 -0.03
H -0.10856 1.08592 2.00277 -0.06 -0.09 -0.05
H 0.06232 -0.64816 2.38209 0.02 0.07 -0.06

---

# 4
12
Properties=species:S:1:pos:R:3:forces:R:3 method="wB97M-V/def2-TZVPD" multiplicity=1 charge=0 e_above_lowest_ev=3.673
C 0.09577 1.13287 0.70508 -0.48 -0.18 1.05
C 0.18550 -0.68744 0.76938 0.26 1.53 0.22
O -0.98059 -1.23908 0.25891 -0.12 0.36 -0.10
C -0.65538 -0.72452 -1.05642 -0.01 -0.20 -0.51
C 0.75623 -0.31763 -0.51379 0.66 -1.08 -0.93
O 1.82608 0.01829 -0.95688 -0.20 -0.22 -0.30
H 0.91749 1.44861 1.34217 -0.22 -0.06 0.35
H 0.19295 1.77167 -0.20806 -0.09 -1.26 0.39
H -0.89981 1.28406 1.08652 -0.24 0.33 0.57
H 0.51422 -1.15502 1.71392 0.20 0.90 -0.45
H -1.43244 -0.01314 -1.35629 0.55 0.09 -0.19
H -0.52003 -1.51868 -1.78454 -0.31 -0.20 -0.10

---

# 5
12
Properties=species:S:1:pos:R:3:forces:R:3 method="wB97M-V/def2-TZVPD" smiles="O=C[C@@H]1C[C@@H]1O" multiplicity=1 charge=0 e_above_lowest_ev=1.958
O -1.40101 1.04607 0.27350 -0.12 -0.11 0.27
C -0.88898 -0.11873 -0.31287 0.26 -0.36 0.11
C 0.21578 0.13428 -1.25630 0.05 0.11 -0.17
C 0.52219 -0.58834 0.04027 0.12 -0.10 0.24
C 1.15106 0.01725 1.22256 0.24 -0.05 0.13
O 1.97969 -0.54596 1.90377 -0.25 0.27 -0.19
H -2.33195 0.92744 0.48679 0.16 -0.10 0.02
H -1.52747 -0.98745 -0.32263 -0.53 0.22 -0.66
H 0.33824 -0.40966 -2.18634 -0.01 0.01 0.18
H 0.50556 1.18132 -1.28777 -0.10 -0.13 -0.08
H 0.70820 -1.65587 -0.07047 -0.09 0.21 0.16
H 0.72869 0.99966 1.50950 0.28 0.03 -0.01

---

# 6
12
Properties=species:S:1:pos:R:3:forces:R:3 method="wB97M-V/def2-TZVPD" smiles=C[C@]12O[C@H]1[C@@H]2O multiplicity=1 charge=0 e_above_lowest_ev=4.413
C 1.25287 0.26169 0.94945 -0.06 0.02 0.16
C -0.00368 0.47868 0.19859 0.35 -0.26 0.32
C -1.34706 0.00779 -0.00277 -0.70 0.40 -0.67
O -1.10860 1.29952 0.58238 -0.01 0.71 -0.45
C -0.42165 0.06828 -1.17042 -0.31 0.24 0.01
O 0.02538 -1.24814 -1.35672 -0.25 -0.20 0.04
H 1.78055 1.21637 1.03695 -0.06 -0.11 0.07
H 1.04320 -0.13748 1.94118 0.15 0.06 0.05
H 1.89477 -0.42940 0.39182 -0.20 0.08 0.12
H -2.26562 -0.54750 -0.02036 0.08 -0.46 1.08
H -0.22937 -1.60576 -0.47381 0.56 -0.57 -0.88
H -0.62078 0.63595 -2.07627 0.45 0.09 0.15

---

# 7
12
Properties=species:S:1:pos:R:3:forces:R:3 method="wB97M-V/def2-TZVPD" multiplicity=1 charge=0 e_above_lowest_ev=4.766
C 0.85328 -0.19507 1.34750 0.03 0.06 0.03
C -0.17280 0.77710 0.82743 -0.03 0.32 0.07
O -0.47059 1.81744 1.37057 0.18 -0.43 -0.34
C -0.94315 0.35441 -0.41770 -0.86 -0.15 0.59
C -0.37880 -0.58111 -1.76111 -0.05 1.21 0.14
O -1.02134 -1.00786 -0.56620 0.01 -0.18 0.27
H 1.54490 -0.49110 0.55075 -0.12 0.03 0.05
H 1.39637 0.25479 2.18115 -0.11 -0.03 -0.17
H 0.35273 -1.10968 1.68277 0.04 0.14 -0.08
H -1.79066 0.98042 -0.67363 -0.18 -0.19 0.07
H 0.08269 0.48777 -1.38356 0.85 -0.98 -0.76
H -1.17190 -0.40466 -2.51259 0.25 0.20 0.13

---

# 8
12
Properties=species:S:1:pos:R:3:forces:R:3 method="wB97M-V/def2-TZVPD" multiplicity=1 charge=0 e_above_lowest_ev=3.939
C 1.55863 -0.49620 -0.04805 -2.56 2.87 0.62
C 0.00058 -0.22554 0.57978 1.71 0.46 -0.71
C -0.88057 1.16008 0.26538 -0.43 -5.68 3.39
C -1.61058 0.04820 -0.61112 -4.73 2.71 1.94
H 1.82882 -1.58408 0.01289 0.39 0.62 -0.39
H 0.25674 -0.57332 1.56987 -0.40 0.36 0.94
H -0.26575 1.79326 -0.18338 2.16 3.42 -1.76
H -1.37583 1.45408 1.31605 0.83 -0.36 -2.94
H -2.69866 0.11683 -0.15062 1.39 -0.27 -1.95
H -1.62386 0.00988 -1.72571 0.39 0.29 0.87
O 2.23289 0.48559 -0.30395 -0.38 -2.33 0.16
O -1.04912 -1.00258 0.05957 1.64 -2.11 -0.16

---

# 9
12
Properties=species:S:1:pos:R:3:forces:R:3 method="wB97M-V/def2-TZVPD" multiplicity=1 charge=0 e_above_lowest_ev=3.768
C -0.47704 -0.19820 -1.58116 2.74 3.10 2.60
C -0.70348 -1.76835 -2.57963 0.41 -0.23 -1.29
C 0.25140 -0.32208 0.91934 0.72 1.36 1.34
C -0.88832 -0.45452 -0.10124 1.27 -0.32 -0.94
O 0.43514 -1.26352 -2.00768 -2.51 0.25 0.18
O -1.47128 -0.63557 -2.40760 0.09 -1.39 -0.81
H 0.02156 0.85651 -1.77623 -1.29 -1.93 0.20
H -0.11316 0.47706 1.69405 1.10 -1.53 -1.21
H 1.30349 -0.00952 0.56271 -1.82 -0.46 0.21
H 0.36077 -1.28136 1.44189 0.16 0.41 0.01
H -1.61794 0.25072 0.27274 -0.75 -0.15 -0.73
H -1.25115 -1.50702 -0.16104 -0.12 0.88 0.42

---

# 10
12
Properties=species:S:1:pos:R:3:forces:R:3 method="wB97M-V/def2-TZVPD" multiplicity=3 charge=0 e_above_lowest_ev=4.774
C 0.80238 1.65225 -1.08870 -1.32 4.79 -4.54
C 0.25980 0.80743 -0.09594 -4.32 -2.44 6.53
C -0.90798 -1.33724 0.25153 0.44 -0.58 0.08
C 0.25747 -0.54672 0.72668 0.16 4.41 0.04
O -0.45954 1.14431 -1.34240 2.01 -2.82 -1.37
O 0.46555 2.14676 0.29626 2.25 -1.89 2.51
H 1.63866 1.90577 -1.60622 1.86 0.40 -1.62
H -0.69127 -2.37858 0.42183 -0.20 -0.55 -0.08
H -1.05311 -1.15286 -0.81316 -0.41 -0.14 0.19
H -1.70393 -1.04659 0.88789 -1.37 0.08 -0.04
H 1.18770 -1.05328 0.54178 0.73 -0.17 0.10
H 0.20427 -0.14126 1.82046 0.17 -1.09 -1.80

---

# 11
13
Properties=species:S:1:pos:R:3:forces:R:3 method="wB97M-V/def2-TZVPD" multiplicity=1 charge=-1 e_above_lowest_ev=2.345
C -0.60966 0.59580 0.35063 -1.28 -1.21 1.43
C -0.44092 -0.25882 2.18688 -0.97 1.02 -1.83
C 1.01110 -0.93049 -0.87403 -0.75 -0.05 -0.48
C 0.48728 0.51598 -0.66654 -2.59 -1.83 -0.66
O 0.15539 0.45846 2.94406 0.62 0.11 0.23
O -1.10706 -1.26085 2.13584 0.21 -0.53 0.19
P -2.18453 1.10812 0.03827 1.35 0.64 -1.14
H 0.15065 -1.65783 -1.14302 1.41 1.07 1.11
H 1.69568 -1.00347 -1.71860 0.03 0.36 -0.34
H 1.64990 -1.15407 -0.02822 -0.45 -0.86 0.46
H 1.20300 1.14377 -0.21575 1.48 1.11 -0.53
H -0.07662 0.75052 -1.60494 1.33 0.87 0.23
H -1.93420 1.69287 -1.40460 -0.38 -0.71 1.33

---

# 12
14
Properties=species:S:1:pos:R:3:forces:R:3 method="wB97M-V/def2-TZVPD" smiles="C[C@H](O)C(=S)C(O)=S" multiplicity=1 charge=0 e_above_lowest_ev=2.971
C 1.38489 0.92018 -0.37564 0.43 0.78 -2.04
C 0.02296 0.33560 -0.80272 -1.79 1.82 -0.23
C -0.24605 -1.02983 -0.27868 0.01 -2.38 -0.03
C -0.45252 -1.26730 1.29945 -1.50 2.27 -3.12
H 1.26945 1.36768 0.59529 0.13 0.41 0.29
H 2.23235 0.23914 -0.36226 -0.48 -0.84 0.36
H 1.81776 1.62976 -1.16880 -1.27 -0.36 1.32
H -0.24451 0.47280 -1.91315 1.09 -0.78 1.60
H -1.71388 1.16649 -0.96501 -0.86 0.37 0.09
H -1.51357 0.31020 1.46667 -0.09 -0.39 -0.16
O -1.17656 1.18598 -0.17630 2.47 -1.04 -0.80
O -1.32660 -0.52095 1.95755 -0.33 1.55 -0.41
S -0.24930 -2.35643 -1.29377 -0.09 1.98 1.37
S 0.19560 -2.45332 2.01737 2.29 -3.38 1.75

---

# 13
13
Properties=species:S:1:pos:R:3:forces:R:3 method="wB97M-V/def2-TZVPD" multiplicity=3 charge=+3 e_above_lowest_ev=1.202
H 0.78114 -0.54027 1.29537 0.92 -0.42 -1.14
O 2.65014 0.59260 0.28423 -0.13 -0.69 0.36
C 1.37701 0.62834 0.46686 -1.79 1.03 -2.00
C 0.62568 -0.49470 -0.00695 0.27 0.26 0.07
C -0.82791 -0.90491 -0.13340 -0.87 0.27 0.34
C -1.92204 0.08823 -0.00184 -0.61 -1.36 1.25
O -1.74728 1.30196 0.06389 0.65 0.91 -0.56
Tm -0.10124 2.51484 -0.55012 -0.11 0.58 0.71
H 2.95175 1.24278 -0.36776 1.00 0.40 0.34
H 1.20461 -1.01170 -0.78711 0.52 -0.88 1.16
H -1.04036 -1.67379 0.62719 -0.11 -0.14 -0.19
H -1.01859 -1.43601 -1.08305 0.24 -0.07 0.09
H -2.93290 -0.30737 0.19269 0.01 0.11 -0.44

---

# 14
14
Properties=species:S:1:pos:R:3:forces:R:3 method="wB97M-V/def2-TZVPD" multiplicity=3 charge=+2 e_above_lowest_ev=0.000
C -0.00820 -1.22625 2.01902 0.45 -0.12 4.83
C -0.56526 -1.12783 0.81319 -0.60 1.16 -5.29
O -0.21965 -2.28882 2.80232 0.07 1.86 -1.95
H 0.39257 -0.30691 2.47017 0.48 -0.38 -0.04
H -1.22781 -1.85840 0.35305 -0.05 0.07 0.06
H 0.52354 -2.89876 2.76716 0.53 -0.92 0.61
O -0.18084 -0.03226 0.03153 0.45 -2.02 4.94
C -0.55764 0.14638 -1.17983 -1.70 1.01 -3.49
O -0.55101 1.37421 -1.56128 -0.36 -1.60 -0.26
Pt -1.03328 -1.08557 -2.53089 -0.20 -0.14 0.15
C 0.64834 2.18233 -1.49871 1.17 1.15 0.55
H 0.55533 2.90689 -0.68326 -0.05 -0.16 -0.26
H 1.51500 1.53287 -1.33558 -0.18 0.19 -0.09
H 0.70891 2.68213 -2.46690 -0.02 -0.08 0.24

---

# 15
14
Properties=species:S:1:pos:R:3:forces:R:3 method="wB97M-V/def2-TZVPD" multiplicity=2 charge=0 e_above_lowest_ev=1.590
C -2.07679 0.54437 2.52398 0.59 -0.16 0.66
O -0.99625 0.37853 3.11304 -0.10 0.27 -0.24
Rb 1.10122 -1.16155 1.97039 -0.73 0.55 -0.01
O -2.15238 -0.44862 1.50079 0.25 -0.91 -0.56
C -3.38314 -0.62523 0.83488 -0.08 0.28 0.09
H -3.69780 -1.67719 0.88531 0.12 0.17 0.02
H -4.15352 -0.00856 1.31921 0.14 -0.04 -0.22
H -3.26677 -0.34456 -0.22016 -0.20 0.00 0.12
O 2.08576 0.85235 -0.64312 0.43 -0.12 -0.49
C 2.80524 1.07197 -1.63113 -0.35 -0.02 0.61
C 3.39325 0.03454 -2.40459 0.25 -0.09 0.01
H 3.02961 2.11604 -1.91138 -0.05 -0.17 -0.02
H 4.11470 0.27701 -3.18459 -0.29 -0.12 0.14
H 3.19689 -1.00908 -2.15263 0.02 0.36 -0.12

---

# 16
14
Properties=species:S:1:pos:R:3:forces:R:3 method="wB97M-V/def2-TZVPD" multiplicity=4 charge=+2 e_above_lowest_ev=2.887
O -0.97352 -1.09342 0.09618 -0.66 -0.20 -0.25
V -1.94004 -1.91297 1.63141 -0.78 -1.09 0.54
O -0.82907 -0.44305 2.17392 -0.63 -0.11 1.42
C -0.60747 -0.21774 0.96404 2.74 2.33 -1.78
O 0.06662 0.82027 0.53973 -0.99 -1.50 -0.38
C 0.60549 1.75948 1.49435 0.23 0.60 0.69
H 1.10493 2.52509 0.89621 -0.17 -0.23 0.15
H -0.21413 2.19448 2.07383 0.25 -0.06 -0.09
H 1.32171 1.24479 2.14207 -0.18 0.15 -0.11
C -0.35539 -1.06289 -2.10028 0.71 0.36 -1.35
C 0.88324 -1.13561 -2.21969 -1.55 1.01 -0.25
H -1.33827 -0.85641 -2.51284 -0.19 -0.36 0.80
H 1.87747 -0.95873 -1.82215 0.04 -0.45 -0.57
H 0.39844 -0.86327 -3.35677 1.18 -0.44 1.18

---

# 17
14
Properties=species:S:1:pos:R:3:forces:R:3 method="wB97M-V/def2-TZVPD" smiles="O=C(CO)C(=O)CO" multiplicity=1 charge=0 e_above_lowest_ev=3.460
C -0.29378 -1.69140 -0.28419 0.50 2.01 -0.84
C -0.87177 -0.31031 -0.72239 0.57 0.13 1.67
C -0.68223 0.82494 0.33720 -0.25 2.09 -1.40
C 0.56024 1.82702 -0.08033 1.11 -1.19 0.73
H -0.38488 -1.87001 1.63902 2.34 1.08 -1.52
H 0.52099 -1.83280 -0.97064 0.09 -0.62 -0.77
H -1.00873 -2.46087 -0.25053 -0.94 -1.05 -0.59
H 0.55998 2.29771 -1.19230 -0.66 -0.83 3.04
H 0.74341 2.52992 0.84750 -0.55 -0.90 -2.22
H 1.72147 0.20850 0.51643 -0.14 1.38 -1.02
O 0.33590 -1.57102 0.95708 -2.24 -0.76 2.83
O -1.38261 0.06301 -1.73337 -0.04 -0.71 -0.48
O -1.56346 1.06982 1.13277 1.43 -0.35 -0.44
O 1.74545 0.91550 -0.19623 -1.22 -0.27 1.01

---

# 18
16
Properties=species:S:1:pos:R:3:forces:R:3 method="wB97M-V/def2-TZVPD" multiplicity=6 charge=+2 e_tot_ev=-17462.129
H 0.60320 -0.92869 2.05630 0.06 -0.36 -0.02
O -0.30054 -0.62722 0.20472 -0.27 -0.81 0.54
O -0.17300 -3.33068 0.26826 0.69 0.42 0.54
C 0.70286 -1.20995 0.99271 -0.25 1.14 -0.19
C 0.63782 -2.70673 0.90633 -0.29 -0.20 -0.32
H 1.71554 -0.90186 0.67660 -0.01 -0.31 -0.04
H 1.43804 -3.21416 1.48833 -0.12 -0.43 -0.07
O -0.41200 1.29132 1.51504 1.30 -0.70 2.03
C -0.36803 0.74396 0.27676 1.39 0.82 -0.98
O -1.60579 1.15849 -0.20418 -1.73 -1.22 -1.05
Rh -1.87682 2.46108 1.18004 -1.10 1.76 1.01
O 0.58195 1.36493 -0.48741 -2.80 -0.77 -2.09
C -0.21228 1.45390 -1.91957 3.68 0.58 -1.26
H 0.63024 1.23269 -2.59030 0.08 0.47 0.24
H -0.91079 0.70091 -2.30822 -0.30 0.09 1.40
H -0.45040 2.51201 -2.05538 -0.31 -0.47 0.25

---

# 19
12
Properties=species:S:1:pos:R:3:forces:R:3 method="wB97M-V/def2-TZVPD" smiles="C[C@@H]1CC(=S)O1" multiplicity=1 charge=0 e_above_lowest_ev=4.025
C 1.92176 0.00294 -1.34939 0.51 -1.67 2.77
C 1.52973 0.25879 0.30129 1.91 -1.42 -2.42
C 0.70094 -0.89176 0.73221 -2.19 -5.46 4.22
C -0.50896 -0.04652 0.25076 -0.53 0.18 0.80
H 2.93588 -0.54409 -1.27040 -1.98 -0.28 -0.64
H 2.31562 0.92656 -1.66550 -0.41 1.48 -0.92
H 0.97133 -0.45344 -2.00624 2.93 1.18 2.06
H 2.34215 0.54244 1.10513 -1.46 0.13 -2.18
H 0.80844 -2.15558 0.61200 -0.05 3.87 -0.78
H 0.59984 -1.03641 2.00843 0.16 1.15 -3.42
O 0.35417 1.04299 0.18860 -1.87 0.80 0.21
S -2.16672 -0.09776 0.00616 2.97 0.05 0.30

---

# 20
12
Properties=species:S:1:pos:R:3:forces:R:3 method="wB97M-V/def2-TZVPD" multiplicity=1 charge=0 e_above_lowest_ev=4.082
C -1.30743 1.22137 0.45019 4.78 -0.17 1.34
C -0.26379 -0.04713 0.36543 -2.19 0.78 0.19
C 0.75364 -1.27367 -0.84651 2.38 -3.61 -2.92
C 1.15607 0.04379 -0.28270 -2.07 -0.66 1.25
H -2.14198 0.94941 0.99800 -2.34 -1.02 -0.05
H -1.39051 1.78548 -0.50470 -0.16 -0.54 0.95
H -0.86554 1.84790 1.34325 -0.13 -0.49 -2.15
H -0.17372 -0.62639 1.33535 -0.04 1.28 -0.63
H 1.38282 -2.11479 -0.11458 -2.05 2.00 -2.03
H 1.10459 -1.59446 -2.11444 -1.29 1.04 3.98
O -0.68848 -1.15156 -0.58477 3.13 1.32 0.43
S 2.43433 0.96006 -0.04452 -0.01 0.08 -0.37